[1]
The following is a quantum chemistry calculation of 14 unconnected molecules or ions with the total composition C22H57N14O27 at a distorted geometry, from the OMol25 dataset.

Element x y z (Å)
O1 -46.12863 -55.16077 38.74025
O2 -39.05352 -47.61654 42.06594
O3 -41.85480 -45.96653 42.51315
O4 -40.24903 -50.17603 36.53802
O5 -39.02564 -51.95836 36.36780
O6 -46.88190 -52.10218 36.06541
O7 -46.42690 -50.47359 44.51812
O8 -44.41547 -55.75981 39.86059
O9 -49.77079 -50.64006 39.72411
O10 -39.92336 -47.90359 46.73661
O11 -41.72169 -44.21752 39.53515
O12 -43.25184 -47.78855 36.33243
O13 -41.03163 -54.87201 40.88856
O14 -41.28963 -44.05525 43.36423
O15 -37.60102 -51.27049 42.10976
O16 -37.83274 -47.70726 46.24440
O17 -35.95355 -50.34745 43.23776
O18 -47.85747 -49.85053 38.87751
O19 -43.38104 -52.46147 41.07086
O20 -43.24521 -53.69778 34.07344
O21 -43.22326 -53.74422 36.27662
O22 -48.72222 -51.10024 36.29668
O23 -45.47566 -50.95029 42.62332
O24 -38.54208 -46.09220 43.48986
O25 -41.13514 -53.64777 39.03617
O26 -41.81482 -44.00008 37.37566
O27 -41.37735 -47.78580 37.35971
N1 -42.03089 -47.75110 36.27056
N2 -39.96918 -51.31352 35.97419
N3 -38.78380 -46.48913 42.33615
N4 -48.03119 -52.03469 36.52541
N5 -42.97413 -51.36951 40.61885
N6 -41.71880 -45.17552 43.42713
N7 -49.03355 -49.84501 39.09603
N8 -46.50607 -50.84600 43.29207
N9 -42.29271 -44.31480 38.43671
N10 -43.80397 -54.07211 35.18541
N11 -36.82723 -50.40075 42.37769
N12 -38.86407 -48.11260 46.05653
N13 -45.60860 -55.69185 39.72871
N14 -41.15732 -54.75299 39.66670
C1 -41.82814 -50.62596 41.14847
C2 -41.49224 -51.34814 42.41931
C3 -41.26840 -55.91609 38.92343
C4 -48.44591 -52.97941 37.56504
C5 -36.56992 -49.46559 41.22955
C6 -38.89118 -45.53493 41.27577
C7 -42.34303 -49.16425 41.45258
C8 -43.06132 -48.50275 40.27773
C9 -40.84784 -51.90366 34.92840
C10 -46.59222 -56.37483 40.70383
C11 -41.38704 -47.53106 34.98433
C12 -44.20688 -49.37792 39.85374
C13 -39.08173 -49.32082 45.12332
C14 -49.81608 -48.71132 38.59918
C15 -47.89995 -50.87837 42.72835
C16 -45.08348 -51.63182 39.22370
C17 -43.55963 -45.02046 38.33165
C18 -41.81559 -45.78412 44.71203
C19 -43.73999 -50.78925 39.53165
C20 -45.00527 -54.92834 35.26777
C21 -40.58922 -50.56178 40.21969
C22 -43.00370 -50.75396 38.21120
H1 -41.80542 -48.57399 41.82555
H2 -42.40769 -51.62271 37.97511
H3 -44.99807 -55.76114 36.03255
H4 -42.73635 -45.26119 45.13348
H5 -49.21547 -47.85485 38.33626
H6 -43.84288 -44.58033 37.45546
H7 -50.49338 -48.21901 39.43026
H8 -41.30033 -48.39084 34.45468
H9 -43.41895 -46.07348 38.31704
H10 -41.42181 -52.52032 42.18665
H11 -49.61957 -52.83586 38.03477
H12 -44.96583 -52.70445 38.95647
H13 -45.14170 -49.33669 40.44777
H14 -40.92028 -51.08460 34.10250
H15 -42.29708 -51.32330 43.03567
H16 -40.38299 -51.50566 39.89190
H17 -42.19810 -49.94390 38.14875
H18 -40.85423 -45.75220 45.16610
H19 -48.38795 -54.09329 37.15688
H20 -39.70181 -50.16041 45.54788
H21 -45.92630 -51.66668 39.84278
H22 -40.35190 -47.14154 35.36590
H23 -37.98515 -49.57313 44.83058
H24 -45.93382 -54.39854 35.51028
H25 -46.98905 -57.45333 40.38056
H26 -47.90898 -52.71351 38.40030
H27 -40.64051 -55.67651 38.00476
H28 -43.36487 -47.58236 40.52996
H29 -48.48817 -51.27481 43.51771
H30 -50.24021 -49.10230 37.61377
H31 -37.20298 -49.22802 40.26090
H32 -40.58540 -50.00418 39.37831
H33 -43.53869 -50.29840 37.42143
H34 -40.38603 -52.78445 34.55045
H35 -45.19854 -55.14417 34.11714
H36 -47.91055 -51.51311 41.86403
H37 -42.04825 -46.75531 34.60836
H38 -42.19952 -46.63728 44.80560
H39 -46.07049 -56.50039 41.58439
H40 -38.27488 -44.88383 41.49495
H41 -41.76276 -51.95646 35.28680
H42 -45.46441 -51.23627 38.30614
H43 -36.25217 -48.47744 41.67561
H44 -39.54612 -50.31856 40.65078
H45 -35.50861 -49.73953 40.84521
H46 -40.86265 -56.76646 39.51858
H47 -44.13543 -44.82660 39.30336
H48 -44.45918 -48.80712 39.04917
H49 -42.30192 -48.30400 39.67209
H50 -42.24367 -56.06843 38.55975
H51 -48.12793 -50.06212 42.40461
H52 -40.53927 -50.95759 43.03244
H53 -39.42769 -49.11420 44.19824
H54 -39.96388 -45.17576 40.97471
H55 -47.12517 -55.62497 40.70516
H56 -43.00427 -49.18693 42.26582
H57 -38.42494 -45.99315 40.48960

Its energy is -3668.460471 Eh. The strongest force on any atom comes out at 0.2628 hartree/bohr. Its net charge is +1.



[2]
The following is a quantum chemistry calculation of a molecular structure, C29H38B2N5O17Pb at a distorted geometry, from the OMol25 dataset.

Element x y z (Å)
Pb1 -1.52442 11.38174 -24.54047
O1 -6.66047 11.34461 -28.95419
O2 -3.86417 13.93997 -30.64100
O3 -6.74773 9.75304 -27.17904
O4 -4.93663 16.87402 -28.96110
O5 -9.46650 13.13522 -28.11415
O6 -2.96363 12.90161 -28.48891
O7 -7.87130 11.94348 -26.99981
O8 -1.33964 11.84771 -27.27115
O9 -5.72030 8.39416 -25.79079
O10 -3.32589 15.30119 -28.81092
O11 -1.52742 14.08855 -29.84126
O12 -5.42954 11.71348 -26.86554
O13 0.45267 13.67880 -28.82954
O14 -7.88363 12.59813 -30.47833
O15 -2.05398 9.57237 -23.00389
O16 -3.83665 10.66832 -25.58195
O17 -5.88083 15.09767 -31.20209
N1 -3.45258 13.19723 -24.05804
N2 -0.55251 12.57314 -22.36172
N3 -0.76748 14.12532 -25.00126
N4 1.04498 11.34021 -25.06270
N5 -1.23739 9.20768 -26.05990
C1 -0.08596 13.04258 -21.37356
C2 2.03241 14.01615 -20.11511
C3 -4.13142 13.90750 -24.68098
C4 -5.86759 9.44742 -26.32991
C5 -0.70842 13.60552 -28.91017
C6 -2.43367 8.94337 -21.82313
C7 4.33062 10.71808 -24.05022
C8 -1.57358 5.90121 -24.13357
C9 -4.80741 14.96070 -30.55532
C10 -4.99503 14.84643 -25.50672
C11 -7.60646 12.14452 -29.33716
C12 1.18579 16.99946 -25.99744
C13 3.67760 11.68650 -25.03180
C14 -4.99138 16.31930 -24.97875
C15 -1.68139 12.62730 -28.10283
C16 -0.11097 15.09009 -24.92632
C17 0.70249 16.31850 -24.73561
C18 2.18636 11.53038 -25.00879
C19 -8.41879 12.46383 -28.02743
C20 -2.74440 6.06661 -25.09055
C21 -4.38329 15.84034 -29.37019
C22 -1.82353 8.18743 -26.23308
C23 0.02815 17.17648 -26.97162
C24 3.73169 10.68828 -22.66139
C25 -2.43759 6.87479 -26.43715
C26 -3.54582 17.00085 -25.18453
C27 0.54916 13.61639 -20.14050
C28 -4.95411 10.70395 -26.19466
C29 2.39326 14.49567 -18.70007
B1 -6.68610 11.16943 -27.48772
B2 -2.93511 14.04602 -29.46609
H1 -2.84933 16.35908 -24.64496
H2 2.06617 15.53319 -18.63170
H3 3.68705 11.73689 -22.36726
H4 -6.01027 14.47130 -25.63585
H5 3.87093 12.70389 -24.69172
H6 0.03980 17.03288 -24.24715
H7 -3.44953 8.55138 -21.77351
H8 4.41944 10.14660 -22.01202
H9 5.40508 10.89715 -24.08968
H10 -0.79124 5.29683 -24.59267
H11 -3.30956 16.95785 -26.24775
H12 2.08359 16.48363 -26.33801
H13 -3.52197 17.99047 -24.72826
H14 -5.76771 16.98695 -25.35245
H15 -3.50293 6.64327 -24.56120
H16 -1.71339 8.19933 -21.48301
H17 -3.28650 6.97531 -27.11342
H18 2.73303 10.26741 -22.77815
H19 4.14314 11.52463 -26.00400
H20 -0.14258 14.42510 -19.90476
H21 -1.99595 5.47231 -23.22485
H22 -3.20596 5.08060 -25.14387
H23 -0.62774 16.32040 -27.12981
H24 2.73554 13.24886 -20.43912
H25 -1.67035 6.36545 -27.02026
H26 -0.55668 18.00253 -26.56702
H27 1.73857 17.91599 -25.79129
H28 1.54355 16.08061 -24.08436
H29 -1.21810 6.91067 -23.92686
H30 2.10025 13.86735 -17.85895
H31 -5.22637 16.23820 -23.91748
H32 0.20829 12.98059 -19.32339
H33 -2.52969 9.65291 -21.00128
H34 4.34816 9.76432 -24.57761
H35 -4.49996 14.89978 -26.47634
H36 0.38073 17.52558 -27.94215
H37 2.29057 14.68792 -20.93375
H38 3.47801 14.59601 -18.66359

As for the spin multiplicity: 2. Its energy is -2923.514100 Eh. As for the expectation value of S²: 0.75. The strongest force on any atom comes out at 0.1301 hartree/bohr.



[3]
The following is a quantum chemistry calculation of a gas-phase ion, C5H16N3 (charge +1) at a distorted geometry, from the OMol25 dataset.

Element x y z (Å)
N1 3.02842 0.58462 -1.90421
N2 -2.24954 -0.08078 3.09359
N3 -1.24633 -1.06678 1.27157
C1 -0.51803 0.42741 -0.53077
C2 2.11543 0.28876 -0.66208
C3 -2.48544 -0.36606 1.69955
C4 0.86300 0.50198 -1.37069
C5 -0.75791 -1.06351 -0.14136
H1 -3.43362 -0.96346 1.78358
H2 2.48327 1.21120 -0.05566
H3 0.67505 1.53793 -1.96143
H4 -1.32406 0.93006 -1.04495
H5 -1.83556 0.81197 3.22833
H6 -1.53783 -1.21823 -0.93757
H7 -0.49758 1.17760 0.26887
H8 -1.37658 -2.10111 1.49713
H9 2.93694 1.66605 -2.13549
H10 2.22500 -0.52277 0.04253
H11 0.10648 -1.59549 -0.13254
H12 2.53235 0.19981 -2.76028
H13 -1.75912 -0.70469 3.69803
H14 -2.71952 0.58333 1.11112
H15 3.95417 0.17130 -1.97455
H16 0.82100 -0.40912 -2.08272

Its structure (SMILES) is NCNCCCC[NH3+]. Its energy is -364.002253 Eh. The strongest force on any atom comes out at 0.1311 hartree/bohr. Its net charge is +1.



[4]
The following is a quantum chemistry calculation of a single C2H3NO2S molecule at a distorted geometry, from the OMol25 dataset.

Element x y z (Å)
S1 -0.89634 0.35865 -0.16978
O1 -1.48887 0.63422 -1.41518
O2 -2.02009 -0.00923 1.53819
N1 0.27482 1.46350 0.29297
C1 0.17134 -1.07260 -0.36259
C2 1.02912 -1.91466 -0.41065
H1 1.53522 -2.93837 -0.27710
H2 0.58947 2.14444 -0.35278
H3 0.80532 1.33405 1.15692

Its structure (SMILES) is C#CS(N)(=O)=O. Its energy is -681.158594 Eh. The strongest force on any atom comes out at 0.1340 hartree/bohr.



> Which value of energy does entry 1 give?

-3668.460471 Eh